Entry 1:
{
  "formula": "C7H19BNS2",
  "method": "ωB97M-V/def2-TZVPD",
  "symbols": ["C", "N", "C", "C", "B", "H", "H", "H", "H", "H", "H", "H", "H", "H", "H", "H", "H", "C", "C", "S", "C", "S", "C", "H", "H", "H", "H", "H", "H", "H"],
  "coordinates": [[3.96, -2.25, 0.94], [2.71, -1.44, 0.93], [1.80, -1.79, 2.06], [2.99, 0.03, 0.88], [1.94, -1.79, -0.39], [0.94, -1.17, -0.47], [4.54, -2.06, 1.83], [3.72, -3.31, 0.91], [4.57, -2.02, 0.07], [2.27, -1.57, 3.02], [0.87, -1.23, 1.99], [1.56, -2.85, 2.03], [3.53, 0.35, 1.77], [3.60, 0.27, 0.01], [2.07, 0.59, 0.81], [2.60, -1.53, -1.33], [1.67, -2.93, -0.42], [-4.04, 2.64, -1.72], [-3.29, 3.04, -0.45], [-1.63, 2.38, -0.39], [-2.00, 0.69, -0.65], [-2.99, 0.09, -1.96], [-4.41, 1.15, -1.75], [-4.93, 3.27, -1.87], [-3.39, 2.84, -2.58], [-3.23, 4.13, -0.35], [-3.81, 2.68, 0.44], [-1.59, -0.02, 0.03], [-4.90, 0.86, -0.82], [-5.12, 0.94, -2.56]],
  "spin_multiplicity": 1,
  "homo_ev": -12.155,
  "energy_ha": -1153.7453,
  "homo_lumo_gap_ha": 0.200,
  "total_charge": 1,
  "lumo_energy_ev": -6.703
}



Entry 2:
{
  "formula": "C3H9BN2O",
  "method": "ωB97M-V/def2-TZVPD",
  "symbols": ["B", "C", "C", "C", "N", "N", "O", "H", "H", "H", "H", "H", "H", "H", "H", "H"],
  "coordinates": [[0.28, 0.03, -0.43], [-0.30, 0.84, 0.73], [0.22, 0.66, -1.96], [0.62, -1.53, -0.33], [-1.01, 1.19, 2.85], [-0.57, 0.47, 1.95], [-0.74, 2.34, 0.64], [-0.75, 0.99, -2.06], [0.46, -0.06, -2.68], [0.99, 1.40, -1.92], [0.73, -2.19, 0.58], [1.69, -1.45, -0.82], [0.10, -2.03, -1.15], [-1.12, 0.64, 3.72], [-1.37, 2.50, 1.42], [-0.09, -0.37, 2.27]],
  "spin_multiplicity": 1,
  "homo_ev": -8.256,
  "e_above_lowest_ev": 1.449,
  "energy_ha": -329.1987,
  "homo_lumo_gap_ha": 0.310,
  "lumo_energy_ev": 0.171
}



Entry 3:
{
  "formula": "C29H33BrN2O2PbS3",
  "method": "ωB97M-V/def2-TZVPD",
  "symbols": ["Pb", "O", "C", "C", "C", "C", "C", "C", "C", "O", "N", "N", "C", "C", "Br", "C", "C", "C", "C", "C", "C", "C", "H", "H", "H", "H", "H", "H", "H", "H", "H", "H", "H", "H", "H", "H", "C", "C", "S", "C", "C", "S", "C", "C", "S", "H", "H", "H", "H", "H", "H", "H", "H", "H", "H", "H", "H", "C", "C", "C", "C", "C", "C", "C", "H", "H", "H", "H", "H", "H", "H"],
  "coordinates": [[-0.54, -1.13, 0.24], [2.92, -1.16, -2.34], [3.26, 0.12, -2.62], [4.31, 0.37, -3.49], [4.64, 1.68, -3.83], [3.92, 2.75, -3.31], [2.87, 2.49, -2.44], [2.55, 1.19, -2.06], [1.46, 0.93, -1.06], [0.68, -0.16, -1.35], [2.16, 0.72, 0.26], [1.52, 0.08, 1.23], [1.90, 0.22, 2.45], [1.30, -0.46, 3.59], [0.26, -2.02, 3.24], [1.47, -0.12, 4.87], [2.17, 1.11, 5.32], [3.07, 1.03, 6.38], [3.74, 2.16, 6.83], [3.50, 3.39, 6.23], [2.59, 3.49, 5.19], [1.92, 2.35, 4.74], [2.01, -1.13, -1.97], [4.85, -0.47, -3.91], [5.46, 1.86, -4.51], [4.16, 3.76, -3.59], [2.29, 3.31, -2.02], [0.86, 1.84, -0.95], [2.86, 1.40, 0.53], [2.71, 0.91, 2.69], [1.07, -0.77, 5.64], [3.26, 0.07, 6.85], [4.44, 2.09, 7.65], [4.01, 4.28, 6.59], [2.38, 4.45, 4.73], [1.19, 2.43, 3.95], [-4.57, -4.52, -0.99], [-4.93, -3.11, -0.54], [-3.76, -1.82, -0.96], [-3.73, -1.80, -2.76], [-2.90, -2.86, -3.50], [-1.24, -3.04, -2.82], [-1.05, -4.83, -2.63], [-2.20, -5.64, -2.04], [-2.92, -5.06, -0.47], [-4.62, -4.59, -2.07], [-5.31, -5.21, -0.59], [-4.99, -3.06, 0.54], [-5.92, -2.84, -0.93], [-3.33, -0.81, -3.00], [-4.76, -1.82, -3.12], [-2.81, -2.54, -4.54], [-3.40, -3.82, -3.50], [-0.17, -4.91, -1.98], [-0.78, -5.27, -3.59], [-1.83, -6.65, -1.86], [-3.02, -5.74, -2.75], [-1.57, 0.77, 1.10], [-1.69, 1.91, 0.15], [-2.58, 1.86, -0.93], [-2.67, 2.91, -1.84], [-1.87, 4.03, -1.70], [-0.99, 4.10, -0.62], [-0.91, 3.06, 0.28], [-2.55, 0.41, 1.44], [-0.99, 1.06, 1.98], [-3.22, 0.99, -1.05], [-3.37, 2.84, -2.67], [-1.94, 4.85, -2.41], [-0.37, 4.98, -0.49], [-0.22, 3.13, 1.12]],
  "spin_multiplicity": 1,
  "homo_ev": -7.084,
  "e_above_lowest_ev": 0.212,
  "energy_ha": -5346.2271,
  "homo_lumo_gap_ha": 0.262,
  "lumo_energy_ev": 0.035
}